Computed, not measured: a 2-piece molecular cluster, C4H14NO2 overall, with wB97M-V/def2-TZVPD.

Values from the calculation:
Total charge: +1
Orbital gap (Eh): 0.4093
Relative energy (zero: lowest compared OMol25 entry of this formula, charge and spin) (kJ/mol): 194.08
E (eV): -9952.74951

Last column: Mulliken charge in e.
Element x y z (Å)
1 C 0.727 -0.963 0.414  -1.3209
2 C -0.388 0.078 0.041  0.0758
3 C 0.155 1.182 -1.095  0.1113
4 C 1.569 1.633 -0.842  -1.2930
5 O -0.847 2.191 -0.785  -0.5477
6 N -0.774 0.825 1.352  -0.3511
7 H 1.349 -1.439 -0.384  0.3758
8 H 1.647 -0.482 0.881  0.4133
9 H 0.225 -1.671 1.078  0.3364
10 H -1.247 -0.413 -0.416  0.3146
11 H 0.119 0.777 -2.112  0.3714
12 H 2.416 0.859 -0.847  0.2998
13 H 1.961 2.229 -1.643  0.4094
14 H 1.636 2.236 0.076  0.3300
15 H -0.726 2.833 -1.541  0.3436
16 H -1.737 1.251 1.376  0.3845
17 H -0.870 0.116 2.076  0.3746
18 H -0.083 1.564 1.688  0.3663
19 H -1.253 -4.692 0.700  0.3168
20 H -2.035 -4.102 -0.469  0.3184
21 O -1.842 -4.012 0.451  -0.6293